(1)
A molecular structure, C20H52NO2P2Si4Yb, computed with ωB97M-V with the def2-TZVPD basis set.

Last column: Mulliken spin population.
Cartesian coordinates (Å):
1 C -0.96 1.42 -5.42  0.001
2 C -0.96 0.85 -4.16  0.022
3 N -0.05 1.24 -3.24  -0.048
4 C 0.73 2.32 -3.47  -0.023
5 C 0.72 2.96 -4.70  0.010
6 C -0.13 2.48 -5.70  0.005
7 C -1.93 -0.26 -3.90  -0.010
8 P -2.49 -0.25 -2.07  0.033
9 Yb 0.39 -0.23 -1.49  0.117
10 P 2.04 1.82 -1.02  0.027
11 C 1.54 2.98 -2.33  -0.003
12 O -0.66 -2.78 -4.33  0.000
13 O 0.41 -2.29 -2.06  0.036
14 H -1.66 1.03 -6.13  0.000
15 H 1.38 3.81 -4.83  0.000
16 H -0.12 2.94 -6.67  0.001
17 C -3.97 0.84 -2.06  -0.008
18 C -3.26 -1.89 -2.09  0.007
19 H 2.43 3.50 -2.76  -0.001
20 H 0.85 3.73 -1.84  0.019
21 H -1.45 -1.26 -4.17  -0.004
22 H -2.84 -0.16 -4.52  0.000
23 C 2.54 3.04 0.22  0.006
24 C 3.69 1.27 -1.59  0.009
25 H 1.51 -1.99 -1.92  0.006
26 H 0.27 -3.08 -1.50  0.000
27 H -0.21 -2.65 -3.45  0.000
28 H 0.05 -2.84 -4.98  0.000
29 H -0.51 0.90 0.07  0.394
30 H 2.25 -1.03 -1.77  -0.001
31 H -4.81 0.46 -2.66  0.000
32 H -4.33 0.93 -1.02  0.002
33 H -3.75 1.88 -2.36  0.001
34 H -4.16 -1.88 -2.75  0.001
35 H -2.54 -2.66 -2.42  0.000
36 H -3.58 -2.13 -1.06  -0.002
37 H 4.40 2.13 -1.61  0.001
38 H 4.02 0.51 -0.87  -0.002
39 H 3.65 0.73 -2.55  0.000
40 H 3.41 3.60 -0.19  0.000
41 H 1.69 3.70 0.44  -0.004
42 H 2.80 2.53 1.15  0.000
43 C -3.16 -1.04 1.95  0.000
44 Si -1.50 -1.88 2.15  -0.031
45 C -1.46 -2.55 3.92  0.043
46 C -1.30 -3.42 1.10  0.029
47 Si 0.10 -0.21 1.50  0.158
48 Si -0.37 1.43 3.13  0.015
49 C -1.15 0.88 4.74  0.007
50 C 1.14 2.39 3.69  0.003
51 C -1.59 2.58 2.27  -0.009
52 Si 2.19 -1.30 2.21  0.084
53 C 2.16 -2.11 3.88  0.063
54 C 2.61 -2.62 0.98  0.019
55 C 3.56 -0.03 2.26  0.019
56 H -3.95 -1.77 2.15  0.000
57 H -3.30 -0.66 0.93  0.007
58 H -3.29 -0.22 2.67  0.003
59 H -2.35 -3.19 4.03  0.001
60 H -0.58 -3.17 4.10  -0.003
61 H -1.51 -1.76 4.68  -0.005
62 H -1.47 -3.23 0.04  -0.010
63 H -0.32 -3.88 1.26  0.002
64 H -2.06 -4.14 1.45  0.001
65 H -0.50 0.17 5.26  0.003
66 H -1.27 1.78 5.37  -0.001
67 H -2.12 0.40 4.58  0.000
68 H 1.57 3.00 2.88  0.001
69 H 0.83 3.06 4.51  0.001
70 H 1.92 1.73 4.06  0.000
71 H -1.04 3.21 1.56  0.012
72 H -2.35 2.00 1.73  0.006
73 H -2.08 3.20 3.04  0.002
74 H 1.56 -3.02 3.87  -0.004
75 H 3.19 -2.36 4.16  0.006
76 H 1.76 -1.45 4.65  0.000
77 H 2.71 -2.21 -0.03  -0.010
78 H 3.58 -3.06 1.26  0.001
79 H 1.86 -3.43 0.98  0.003
80 H 3.72 0.43 1.28  -0.006
81 H 3.36 0.76 3.00  -0.003
82 H 4.48 -0.54 2.57  0.002

Summary:
2S+1: 2
Total energy (eV): -108786.2515

---

(2)
A molecular structure, C19H49CaO9Sr, computed with ωB97M-V with the def2-TZVPD basis set.

Last column: Löwdin charge in e.
Cartesian coordinates (Å):
1 Sr 1.70 2.36 -3.88  1.791
2 Ca 4.28 -0.59 -2.44  1.736
3 O 0.37 0.07 -0.30  0.186
4 C 1.28 0.39 -1.16  -0.851
5 O 1.32 1.55 -1.55  -0.133
6 O 2.20 -0.41 -1.41  -0.161
7 H 0.81 -0.73 -0.02  0.134
8 C 2.13 2.70 1.73  -0.028
9 C 2.91 3.77 0.93  -0.480
10 C 3.93 4.61 1.76  -0.015
11 O 3.66 3.06 -0.03  -0.085
12 H 1.41 2.18 1.10  0.053
13 H 1.60 3.17 2.56  0.095
14 H 2.86 2.02 2.17  0.088
15 H 2.21 4.43 0.43  0.121
16 H 4.35 3.95 2.51  0.085
17 H 3.31 5.41 2.18  0.091
18 H 4.75 4.95 1.12  0.082
19 H 3.37 3.41 -0.88  0.052
20 C -1.24 -3.82 -0.16  -0.043
21 C -2.80 -4.04 -0.13  -0.400
22 C -3.13 -5.45 -0.60  -0.054
23 O -3.33 -3.86 1.25  -0.066
24 H -0.74 -4.34 -0.98  0.069
25 H -0.82 -4.23 0.76  0.083
26 H -1.04 -2.75 -0.12  0.031
27 H -3.25 -3.33 -0.82  0.100
28 H -4.21 -5.59 -0.48  0.083
29 H -2.72 -6.19 0.08  0.091
30 H -2.80 -5.69 -1.62  0.085
31 H -4.26 -4.10 1.29  0.102
32 C -3.69 -0.64 -1.11  -0.029
33 C -3.26 0.91 -1.07  -0.364
34 C -2.86 1.38 0.28  -0.063
35 O -1.98 0.98 -1.86  -0.120
36 H -3.62 -1.07 -2.11  0.076
37 H -4.72 -0.70 -0.75  0.085
38 H -3.18 -1.30 -0.41  0.044
39 H -4.04 1.54 -1.48  0.139
40 H -2.99 2.46 0.32  0.087
41 H -1.83 1.13 0.56  0.062
42 H -3.48 0.90 1.03  0.096
43 H -1.28 0.69 -1.27  0.005
44 C 3.70 -2.93 0.48  -0.022
45 C 4.10 -3.80 -0.71  -0.425
46 C 2.98 -4.71 -1.25  -0.007
47 O 4.54 -2.85 -1.68  -0.217
48 H 2.63 -2.72 0.46  0.078
49 H 4.14 -1.93 0.48  0.067
50 H 4.10 -3.33 1.41  0.108
51 H 5.00 -4.35 -0.45  0.154
52 H 2.62 -5.40 -0.49  0.110
53 H 3.30 -5.28 -2.13  0.089
54 H 2.21 -4.04 -1.61  0.075
55 H 4.94 -3.33 -2.41  0.108
56 C -1.90 -1.43 5.10  -0.054
57 C -2.03 -1.85 3.63  -0.440
58 C -0.91 -1.20 2.71  -0.053
59 O -1.96 -3.29 3.64  -0.053
60 H -0.99 -1.82 5.56  0.083
61 H -2.67 -1.86 5.75  0.084
62 H -1.97 -0.35 5.17  0.077
63 H -2.99 -1.53 3.22  0.126
64 H 0.09 -1.31 3.12  0.072
65 H -0.89 -0.11 2.75  0.057
66 H -1.05 -1.44 1.65  0.029
67 H -2.33 -3.53 2.79  0.023
68 C -0.69 4.65 -1.50  -0.007
69 C -0.65 5.08 -3.01  -0.457
70 C -0.45 6.58 -3.16  -0.025
71 O 0.48 4.52 -3.64  -0.227
72 H -0.62 3.60 -1.24  0.061
73 H -1.63 5.13 -1.23  0.103
74 H 0.17 5.14 -1.05  0.079
75 H -1.62 4.82 -3.42  0.152
76 H -0.66 6.76 -4.22  0.091
77 H 0.57 6.92 -3.00  0.098
78 H -1.19 7.14 -2.59  0.108
79 H 0.53 4.86 -4.53  0.097

Summary:
Total energy (eV): -58173.9572
Charge: +3

---

(3)
2 unconnected molecules or ions with the total composition C3H11NOS, computed with ωB97M-V with the def2-TZVPD basis set.

Last column: Mulliken spin population.
Cartesian coordinates (Å):
1 C 1.21 -2.27 1.98  0.583
2 C 0.44 -2.35 0.79  0.798
3 S 1.31 -2.43 -0.91  -0.148
4 H 0.91 -1.37 2.59  -0.274
5 H 0.88 -3.21 2.62  -0.057
6 H 2.27 -2.20 1.88  -0.166
7 H -0.11 -1.40 0.65  -0.006
8 H -0.42 -2.99 0.78  -0.131
9 H 2.47 -2.81 -0.33  -0.061
10 N -0.84 2.08 -0.23  0.412
11 C -1.23 3.27 -0.82  0.825
12 O -2.28 4.06 -0.16  -0.363
13 H -0.85 2.03 0.85  -0.197
14 H 0.01 1.85 -0.56  -0.279
15 H -1.56 2.97 -1.91  0.022
16 H -0.41 3.89 -1.07  0.058
17 H -2.65 3.24 0.21  -0.015

Summary:
2S+1: 2
Total energy (eV): -17658.8545
Charge: -1

---

Question: What is the formula in the first record?
Answer: C20H52NO2P2Si4Yb

---

Question: Which formula does entry 2 have?
Answer: C19H49CaO9Sr

---

Question: Which of these has the lowest total energy?
Answer: C20H52NO2P2Si4Yb